No. 1
The following is a quantum chemistry calculation of a structure of composition C3H5Li2O3, from OMol25.

- Relative energy (zero: lowest compared OMol25 entry of this formula, charge and spin): 95.7 kcal per mole
- Max |F|: 2.6 eV/Å
- HOMO-LUMO gap (spin up / spin down): 9.02 / 4.51 eV

Geometry as ORCA input:
```
! wB97M-V def2-TZVPD RIJCOSX def2/J DEFGRID3
* xyz 2 2
H -1.495 1.805 1.427
O 1.493 0.105 0.329
C 0.724 -0.939 -0.062
C -0.561 -0.625 -0.802
O -1.617 -0.323 0.132
C -1.945 0.899 0.443
O -1.064 1.811 0.270
Li 3.034 -0.189 1.593
Li 0.814 1.992 -0.513
H 0.567 -1.648 0.779
H 1.394 -1.540 -0.736
H -0.900 -1.527 -1.321
H -0.444 0.179 -1.538
*
```


No. 2
The following is a quantum chemistry calculation of a cluster of 6 separate species, C39H32F6O26S in total, from OMol25.

- SMILES: COC[C@@](F)(OC(=O)C[C@@H](C)O)S(=O)(=O)C(F)(F)C(F)(F)F.O=C1C=C(O)C(=O)C=C1O.O=C1C=C(O)C(=O)C=C1O.O=C1C=C(O)C(=O)C=C1O.O=C1C=C(O)C(=O)C=C1O.O=C1C=C(O)C(=O)C=C1O
- Max |F|: 1.0 eV/Å
- HOMO-LUMO gap: 7.34 eV

Geometry as ORCA input:
```
! wB97M-V def2-TZVPD RIJCOSX def2/J DEFGRID3
* xyz 0 1
C 1.462 1.164 1.907
O 1.202 2.323 1.134
C -0.005 2.215 0.442
C -0.066 3.298 -0.620
F 0.954 3.173 -1.488
O -1.295 3.359 -1.275
C -1.844 2.188 -1.777
O -1.171 1.308 -2.220
C -3.341 2.211 -1.743
C -3.962 2.393 -0.345
C -4.863 3.637 -0.215
O -4.694 1.205 -0.110
S 0.176 5.064 -0.007
O 1.256 5.169 0.917
O 0.169 5.889 -1.174
C -1.415 5.467 0.875
F -2.354 5.688 -0.056
F -1.812 4.425 1.637
C -1.314 6.737 1.756
F -0.745 7.720 1.071
F -2.547 7.114 2.099
F -0.618 6.493 2.856
H 1.535 0.272 1.292
H 0.710 1.040 2.698
H 2.426 1.312 2.380
H -0.075 1.238 -0.051
H -0.861 2.307 1.124
H -3.708 1.308 -2.221
H -3.629 3.060 -2.372
H -3.163 2.485 0.402
H -4.534 4.306 0.580
H -4.914 4.220 -1.135
H -5.880 3.319 0.018
H -4.992 1.196 0.818
O 1.631 1.965 -3.880
C 1.555 2.103 -5.084
C 2.541 2.813 -5.881
C 2.366 2.914 -7.205
O 3.210 3.539 -8.016
C 1.172 2.314 -7.905
O 1.102 2.476 -9.111
C 0.197 1.593 -7.117
C 0.364 1.489 -5.788
O -0.495 0.846 -5.014
H 3.393 3.239 -5.371
H 2.828 3.457 -8.913
H -0.649 1.158 -7.630
H -0.193 0.906 -4.084
O 1.358 -1.838 2.035
C 1.429 -3.053 1.948
C 1.651 -3.770 0.712
C 1.698 -5.110 0.737
O 1.895 -5.857 -0.340
C 1.522 -5.900 2.015
O 1.561 -7.111 1.923
C 1.318 -5.176 3.256
C 1.275 -3.838 3.229
O 1.094 -3.085 4.307
H 1.773 -3.198 -0.197
H 1.880 -6.796 -0.055
H 1.206 -5.747 4.167
H 1.103 -2.159 3.995
O 4.512 1.555 1.616
C 5.639 2.018 1.583
C 5.978 3.294 0.991
C 7.258 3.694 1.004
O 7.674 4.842 0.492
C 8.360 2.856 1.613
O 9.489 3.307 1.557
C 8.014 1.586 2.221
C 6.735 1.189 2.210
O 6.312 0.047 2.737
H 5.182 3.883 0.559
H 8.641 4.869 0.636
H 8.806 1.000 2.666
H 5.347 0.023 2.574
O -4.947 -0.274 7.672
C -4.821 0.095 6.521
C -3.987 1.202 6.097
C -3.942 1.523 4.797
O -3.209 2.517 4.313
C -4.733 0.767 3.756
O -4.623 1.145 2.598
C -5.549 -0.346 4.168
C -5.597 -0.671 5.470
O -6.312 -1.671 5.949
H -3.425 1.737 6.849
H -3.378 2.544 3.351
H -6.099 -0.888 3.411
H -6.164 -1.675 6.917
O -3.548 -9.344 -3.822
C -2.491 -9.012 -3.318
C -2.115 -7.646 -3.022
C -0.914 -7.403 -2.477
O -0.485 -6.188 -2.171
C 0.065 -8.516 -2.162
O 1.134 -8.184 -1.682
C -0.317 -9.883 -2.441
C -1.520 -10.122 -2.984
O -1.966 -11.333 -3.276
H -2.820 -6.860 -3.252
H 0.415 -6.276 -1.795
H 0.383 -10.670 -2.200
H -2.858 -11.207 -3.659
*
```


No. 3
The following is a quantum chemistry calculation of a cluster of 2 separate species, C4H8N2O in total, from OMol25.

- Relative energy (zero: lowest compared OMol25 entry of this formula, charge and spin): 112.7 kcal per mole
- Max |F|: 0.5 eV/Å
- HOMO-LUMO gap (spin up / spin down): 8.41 / 8.41 eV

Geometry as ORCA input:
```
! wB97M-V def2-TZVPD RIJCOSX def2/J DEFGRID3
* xyz 0 1
N 2.006 -0.814 -1.663
C 1.046 -1.161 -0.761
O 1.160 -2.082 0.028
C 0.208 1.056 1.537
N -0.765 0.898 0.703
C -1.958 0.065 0.707
C -1.411 0.772 -0.468
H 2.840 -1.375 -1.741
H 1.866 -0.049 -2.301
H 0.210 0.414 2.409
H 0.996 1.778 1.362
H -1.749 -0.996 0.865
H -2.781 0.477 1.297
H 0.139 -0.513 -0.847
H -1.808 1.529 -1.126
*
```